ORCA calculation (ωB97M-V/def2-TZVPD) on a cluster of 6 separate species, C35H35ClF8NO in total.

Geometry as XYZ:
```
81
Properties=species:S:1:pos:R:3:forces:R:3:mulliken_charge:R:1
C 5.950 -1.852 -1.449 -0.271 0.065 0.496 -1.3989
C 5.891 -3.359 -1.342 -0.162 -0.089 -0.383 0.5095
Cl 7.338 -4.030 -2.127 0.165 -0.219 -0.029 -0.1644
C 4.673 -3.996 -2.021 0.673 -0.130 -0.228 -1.0704
N 3.613 -4.408 -1.038 0.169 0.638 -0.486 -0.0316
C 2.976 -3.301 -0.236 -0.238 0.109 0.573 -0.4490
O 1.624 -3.242 -0.541 -0.208 -0.118 -0.348 -0.4098
C 1.251 -2.318 -1.492 -0.850 0.212 0.146 0.8940
F 0.146 -2.771 -2.092 0.923 0.542 0.555 -0.2116
F 2.226 -2.166 -2.403 -0.194 0.062 -0.076 -0.2181
F 1.027 -1.129 -0.915 0.113 -0.798 -0.564 -0.2149
H 6.590 -1.470 -0.671 0.389 0.219 0.090 0.3553
H 4.979 -1.385 -1.316 -0.250 0.056 0.018 0.3368
H 6.323 -1.549 -2.411 0.162 0.093 -0.392 0.4645
H 5.931 -3.687 -0.310 0.099 -0.033 0.347 0.2677
H 4.268 -3.353 -2.785 -0.425 0.264 0.004 0.3186
H 4.991 -4.899 -2.517 -0.042 -0.408 -0.048 0.5688
H 2.857 -4.858 -1.556 -0.090 -0.236 0.106 0.3958
H 4.034 -5.088 -0.412 -0.076 -0.273 0.142 0.4068
H 3.486 -2.365 -0.392 0.243 0.146 -0.300 0.2144
H 3.062 -3.554 0.807 -0.048 -0.213 0.315 0.4181
F -1.179 3.507 2.943 0.006 0.013 0.018 -0.3156
C -1.528 2.818 1.839 -0.033 -0.087 -0.116 0.4622
C -2.846 2.831 1.430 -0.178 0.136 0.134 -0.2089
C -3.202 2.125 0.293 0.090 -0.051 -0.006 -0.6286
C -2.247 1.406 -0.410 0.022 -0.081 -0.115 -0.6301
C -0.928 1.404 0.019 -0.218 0.139 0.121 -0.3406
C -0.558 2.119 1.151 0.177 -0.044 0.033 -0.6074
H -3.580 3.387 1.999 0.023 0.025 0.003 0.3692
H -4.228 2.130 -0.044 -0.023 -0.011 -0.038 0.4919
H -2.534 0.851 -1.294 -0.015 0.021 -0.020 0.5041
H -0.185 0.849 -0.528 0.101 -0.005 -0.077 0.4692
H 0.466 2.137 1.500 -0.011 0.026 0.025 0.4284
F 9.214 -2.861 0.153 -0.064 0.046 0.062 -0.2666
C 10.545 -2.955 -0.095 0.210 -0.019 -0.050 0.5471
C 11.397 -3.256 0.946 -0.103 -0.036 0.186 -0.5042
C 12.756 -3.355 0.685 0.000 0.021 -0.105 -0.3467
C 13.238 -3.147 -0.600 0.047 -0.007 0.001 -0.5839
C 12.360 -2.842 -1.629 0.027 -0.021 0.082 -0.4052
C 10.999 -2.747 -1.381 -0.153 0.038 -0.132 -0.3133
H 11.001 -3.409 1.941 -0.014 -0.001 -0.007 0.4010
H 13.438 -3.595 1.488 0.003 0.004 0.031 0.3619
H 14.298 -3.222 -0.797 0.016 0.000 -0.006 0.3772
H 12.734 -2.675 -2.630 -0.006 -0.002 -0.028 0.3564
H 10.296 -2.513 -2.170 -0.006 0.018 0.016 0.3803
F -5.736 2.549 -6.251 -0.018 0.024 -0.018 -0.3143
C -5.012 1.654 -5.558 0.076 -0.099 0.079 0.3602
C -3.665 1.530 -5.830 0.098 0.097 -0.121 -0.4579
C -2.922 0.607 -5.111 -0.077 -0.037 0.073 -0.3508
C -3.531 -0.178 -4.142 0.048 -0.029 0.046 -0.5846
C -4.889 -0.038 -3.886 0.091 0.006 -0.028 -0.2905
C -5.639 0.887 -4.597 -0.163 0.008 0.048 -0.4617
H -3.212 2.149 -6.593 -0.026 0.020 0.000 0.4203
H -1.864 0.502 -5.309 0.019 0.007 -0.030 0.3432
H -2.948 -0.899 -3.584 -0.009 -0.022 0.004 0.5254
H -5.366 -0.650 -3.133 -0.020 0.017 0.033 0.3687
H -6.696 1.016 -4.411 -0.005 0.013 -0.025 0.4340
F -7.586 3.945 5.460 -0.016 -0.033 -0.005 -0.3217
C -6.771 4.903 4.975 0.084 0.122 -0.057 0.4444
C -5.477 4.566 4.634 0.084 -0.206 -0.018 -0.4382
C -4.642 5.551 4.127 -0.012 0.044 -0.027 -0.2336
C -5.103 6.851 3.976 0.004 0.032 -0.020 -0.6776
C -6.407 7.167 4.332 0.070 -0.075 -0.016 -0.2603
C -7.253 6.188 4.832 -0.162 0.053 0.040 -0.5955
H -5.134 3.548 4.766 -0.015 -0.002 0.019 0.4905
H -3.627 5.299 3.849 0.031 -0.003 0.031 0.4449
H -4.448 7.615 3.581 0.008 0.014 0.004 0.3925
H -6.769 8.179 4.219 -0.026 0.016 -0.003 0.3648
H -8.275 6.412 5.109 -0.001 -0.020 0.019 0.4210
F -5.715 -0.147 -0.270 0.007 -0.016 -0.018 -0.1677
C -6.195 -0.226 0.993 -0.045 -0.005 0.150 0.3430
C -6.521 -1.461 1.511 0.032 -0.160 -0.102 -0.5668
C -7.011 -1.531 2.807 0.008 0.112 0.017 -0.3050
C -7.172 -0.376 3.559 -0.007 -0.029 0.047 -0.7161
C -6.838 0.857 3.016 0.000 -0.093 0.010 -0.2554
C -6.342 0.935 1.723 0.036 0.205 -0.049 -0.4671
H -6.396 -2.349 0.906 0.007 0.012 -0.014 0.4154
H -7.270 -2.492 3.230 -0.014 -0.028 -0.009 0.3672
H -7.558 -0.435 4.567 -0.009 0.005 0.014 0.4006
H -6.967 1.760 3.597 -0.012 0.024 0.001 0.4823
H -6.075 1.886 1.283 -0.042 0.014 -0.020 0.4669
```
Positions in Å, forces in eV/Å.

Calculated values
Frontier orbital gap: 7.0 eV
Energy relative to the best compared isomer or geometry (same formula, charge and spin): 0.000 eV
Electronic energy: -2743.54952 Ha
E_LUMO: -0.126 Ha
Charge: +1